Record 1
Computed, not measured: one molecule with the formula C3H6FN in a non-equilibrium geometry, with the ωB97M-V functional and the def2-TZVPD basis.

```
11
Properties=species:S:1:pos:R:3:forces:R:3:mulliken_charge:R:1
F 0.744 2.085 -0.238 1.6 -2.0 -0.5 -0.28
N -1.460 -0.791 0.273 2.1 -2.1 -0.4 -0.62
C -0.719 0.579 0.432 -0.1 -4.0 0.2 -0.41
C 1.592 -0.282 -0.526 0.6 -1.0 1.0 -0.55
C 0.665 0.631 -0.248 -0.8 3.1 1.0 0.38
H -1.488 1.111 -0.110 0.5 1.4 0.4 0.31
H -0.758 -1.724 0.590 -2.8 3.6 -1.7 0.25
H 2.811 -0.331 -0.567 -3.7 0.6 -0.4 0.26
H -0.495 0.851 1.582 -1.0 -0.5 -2.7 0.23
H -1.876 -0.883 -0.785 2.0 0.0 3.4 0.27
H 0.983 -1.246 -0.403 1.6 0.9 -0.3 0.17
```
Positions in Å, forces in eV/Å.

Results
HOMO ... -0.3520 Ha
Relative energy (zero: lowest compared OMol25 entry of this formula, charge and spin) ... 2.507 eV
Gap between HOMO and LUMO ... 10.376 eV
Strongest force on any atom ... 4.846 eV/A

---

Record 2
Computed, not measured: C9H20NOP as an isolated structure in a non-equilibrium geometry, with the ωB97M-V functional and the def2-TZVPD basis.

```
32
Properties=species:S:1:pos:R:3:forces:R:3:mulliken_charge:R:1
P -1.306 0.723 -0.212 0.8 1.7 0.4 1.60
O -1.983 -1.412 0.653 -0.6 -1.6 0.9 -0.60
N -4.227 -1.848 0.138 -0.7 0.0 -0.3 -0.53
C -3.010 0.198 -0.567 3.0 -2.0 1.5 -1.21
C 3.327 -0.312 -0.042 2.0 -0.4 0.5 -1.69
C 1.091 0.671 0.021 -1.5 2.4 0.1 -1.48
C -1.388 1.182 1.533 0.3 -0.7 1.3 -1.37
C 1.525 -1.669 0.887 -3.1 -1.2 -1.2 -1.68
C -3.055 -1.139 0.093 1.1 3.2 -1.4 0.44
C -1.225 2.413 -1.042 -1.3 0.5 0.8 -1.18
C 1.827 -0.587 -0.109 1.6 -1.6 -0.2 2.25
C 1.586 -1.177 -1.477 -2.3 3.1 -1.8 -1.74
H -3.409 0.495 -1.476 -1.1 0.3 -1.6 0.39
H 0.551 -2.180 0.527 1.0 1.0 0.9 0.26
H 0.450 -1.206 -1.502 1.1 -0.2 -0.7 0.35
H 3.616 0.710 -0.307 -0.1 -0.2 -0.5 0.37
H -4.928 -1.433 -0.488 0.4 -0.3 0.8 0.26
H -4.572 -1.986 1.080 0.0 -0.4 -0.2 0.27
H 3.828 -0.474 0.941 -0.8 0.1 -0.3 0.38
H 1.961 -2.138 -1.733 0.6 -0.7 0.2 0.47
H 1.939 -0.377 -2.255 -0.6 -1.6 1.0 0.33
H -0.494 1.781 1.788 -0.5 -0.5 0.1 0.44
H 2.189 -2.522 0.755 0.6 0.4 0.9 0.45
H 1.259 1.262 1.020 -0.6 -1.4 -1.8 0.36
H -0.498 2.544 -1.862 -0.4 -0.4 0.3 0.33
H 1.307 -1.217 1.845 0.5 -0.6 0.6 0.41
H -1.475 0.239 2.185 0.3 1.6 -1.0 0.29
H -0.921 3.136 -0.200 -0.7 -0.8 -1.4 0.25
H 1.416 1.353 -0.827 -0.8 -0.6 0.9 0.39
H -2.317 2.602 -1.413 2.1 0.1 0.7 0.38
H -2.261 1.810 1.672 -0.3 0.0 0.1 0.45
H 3.823 -1.077 -0.697 -0.2 1.0 0.4 0.37
```
Positions in Å, forces in eV/Å.

Results
HOMO (alpha / beta) ... -0.2767 / -0.2768 Ha
Relative energy (zero: lowest compared OMol25 entry of this formula, charge and spin) ... 2.316 eV
Gap between HOMO and LUMO (alpha / beta) ... 7.333 / 7.335 eV
Strongest force on any atom ... 4.225 eV/A

---

Record 3
Computed, not measured: C12H29Br3O13S4 as an isolated structure in a non-equilibrium geometry, with the ωB97M-V functional and the def2-TZVPD basis.

```
61
Properties=species:S:1:pos:R:3:forces:R:3:mulliken_charge:R:1
Br 25.142 33.846 33.675 0.0 -0.7 -0.5 -0.08
Br 25.253 31.093 31.754 0.2 0.7 1.3 0.01
Br 24.805 30.994 35.071 0.6 0.3 -1.4 0.01
S 20.996 31.420 36.434 0.7 -1.6 1.2 1.12
S 30.788 34.343 31.901 -0.3 -2.4 0.5 1.02
S 28.736 29.117 35.056 -0.2 -1.1 1.0 1.27
S 23.948 35.687 28.760 1.3 -3.1 -2.0 1.13
O 31.939 35.102 32.334 -2.0 -1.0 -0.7 -0.56
O 28.410 30.493 35.421 0.8 -1.5 -1.0 -0.58
O 30.617 32.910 32.324 0.7 3.9 -1.5 -0.43
O 21.685 30.103 36.312 -1.8 3.4 0.6 -0.57
O 20.478 31.602 38.050 1.5 -0.5 -1.3 -0.33
O 30.157 28.934 34.182 -2.2 0.5 2.4 -0.33
O 22.904 36.104 29.612 -0.9 0.9 0.5 -0.58
O 27.713 28.311 34.384 1.5 1.2 0.9 -0.64
O 19.907 31.745 35.527 1.2 -0.1 1.1 -0.60
O 29.372 35.065 32.257 1.3 0.2 -0.3 -0.33
O 25.322 36.121 29.017 -2.3 -1.0 -0.9 -0.56
O 23.927 33.984 28.762 1.5 1.6 -0.1 -0.31
O 30.633 34.487 30.243 -1.5 0.4 1.6 -0.34
C 22.346 33.200 30.428 -0.7 2.0 0.3 -0.95
C 28.413 34.560 31.304 -0.1 -0.1 0.6 -0.19
C 22.688 33.306 28.941 -0.2 -0.9 1.0 -0.25
C 22.206 32.774 36.587 -0.5 0.3 0.1 -0.75
C 29.327 28.236 36.598 -0.4 0.6 -1.4 -1.01
C 30.035 29.504 32.916 -1.2 1.0 -2.0 -0.01
C 25.629 31.939 33.513 -0.3 -0.1 0.5 -0.12
C 19.209 32.166 38.417 -0.8 -1.6 -2.5 -0.20
C 29.173 34.568 29.957 -0.5 -1.3 0.4 -0.18
C 31.314 29.331 32.211 1.2 0.0 -1.8 -1.30
C 18.855 31.931 39.846 1.0 0.5 -0.1 -1.13
C 23.442 35.823 26.920 0.5 0.8 0.6 -0.98
H 18.522 31.574 37.812 -0.5 0.2 -0.1 0.31
H 19.563 32.525 40.425 -0.5 0.1 0.6 0.30
H 21.587 33.619 36.887 0.0 0.1 -0.3 0.32
H 22.117 34.224 30.722 -1.1 0.0 0.1 0.35
H 17.818 32.265 39.883 0.1 0.0 0.7 0.35
H 24.155 36.526 26.490 -0.1 0.1 0.0 0.37
H 28.765 35.430 29.428 1.4 0.5 -0.1 0.28
H 22.787 33.011 35.696 -0.4 -0.4 -0.2 0.14
H 26.712 31.938 33.638 -0.3 -0.3 0.1 0.18
H 19.093 33.185 38.049 0.3 0.3 0.4 0.34
H 28.448 28.055 37.217 0.0 -0.1 -0.3 0.37
H 29.174 29.163 32.341 0.0 -1.3 0.2 0.36
H 28.913 33.705 29.343 0.1 -0.1 0.2 0.29
H 18.963 30.890 40.150 -0.2 0.0 -0.2 0.30
H 22.423 36.185 26.787 0.1 0.3 0.7 0.36
H 21.530 32.501 30.612 0.0 0.2 0.1 0.37
H 31.183 29.302 31.129 -0.5 0.5 -0.2 0.38
H 31.966 30.186 32.388 0.3 -0.4 0.3 0.28
H 31.810 28.364 32.296 0.0 0.1 1.0 0.36
H 29.753 30.556 32.889 0.6 0.5 0.9 0.24
H 22.696 32.263 28.626 1.2 0.0 -0.7 0.35
H 27.542 35.215 31.283 0.4 0.4 0.0 0.32
H 23.468 34.911 26.324 0.5 -0.4 0.8 0.32
H 22.902 32.621 37.412 -0.2 -0.6 -0.1 0.37
H 28.029 33.637 31.737 0.4 -0.5 -0.6 0.06
H 21.945 33.729 28.265 -0.5 0.5 0.6 0.30
H 30.030 28.857 37.152 0.0 0.0 -0.4 0.33
H 23.128 33.095 31.180 0.7 -1.1 -0.8 0.11
H 29.776 27.321 36.211 -0.1 0.0 0.3 0.32
```
Positions in Å, forces in eV/Å.

Results
HOMO ... -0.3771 Ha
Gap between HOMO and LUMO ... 9.893 eV
Strongest force on any atom ... 4.214 eV/A